Record 1
Computed, not measured: C3H6ClNO2 in the gas phase in a non-equilibrium geometry, with ωB97M-V/def2-TZVPD.

Energy relative to the best compared isomer or geometry (same formula, charge and spin), kJ/mol: 121.2
E_tot, Eh: -783.30682
Net charge: 0
Structure (SMILES): [H]/N=C(/C)C(O)(O)Cl
HOMO, eV: -9.983
Orbital gap, hartree: 0.3847
Molar mass, g mol⁻¹: 123.5

CARTESIAN COORDINATES (ANGSTROEM)
H: 0.5032 -1.4610 1.6933
N: 1.1450 -0.6609 1.4364
C: 0.6889 -0.0782 0.4262
C: 1.1936 1.1396 -0.2639
C: -0.4347 -0.9445 -0.3086
O: -0.8553 -2.0902 0.2013
O: -1.6070 -0.1933 -0.5111
Cl: 0.1151 -1.3194 -2.0543
H: 1.6593 0.8218 -1.1505
H: 1.9018 1.5135 0.4418
H: 0.3962 1.8268 -0.3837
H: -0.2241 -2.8171 0.0627
H: -2.4264 -0.8535 -0.3891

Forces on atoms 1 to 2 (eV/Å):
H 1.2 0.8 -0.4
N -0.3 -0.1 1.6

***

Record 2
Computed, not measured: a molecular structure, C3H6ClO4V in a non-equilibrium geometry, with ωB97M-V/def2-TZVPD.

Spin multiplicity: 3
E_tot, Eh: -1823.01222
Net charge: 0
HOMO (spin up / spin down), eV: -9.584 / -9.937
Orbital gap (spin up / spin down), hartree: 0.2813 / 0.2911
Molar mass, g mol⁻¹: 192.5

CARTESIAN COORDINATES (ANGSTROEM)
O: 1.3887 -2.0509 5.4786
V: 0.8048 -2.6154 4.1388
Cl: 2.9057 -2.2001 2.7167
C: 1.1664 -1.0405 -0.3402
O: 0.7299 0.1654 -0.8623
C: -0.5630 0.4643 -0.9994
O: -1.5339 -0.2293 -0.6396
O: -0.5918 1.6362 -1.5754
C: -1.8345 2.3718 -1.7952
H: 2.2334 -1.2619 -0.3144
H: 0.7619 -1.8956 -0.8817
H: 0.9791 -1.1832 0.7240
H: -1.7714 2.7798 -2.8039
H: -1.9406 3.2824 -1.2057
H: -2.7348 1.7771 -1.6403

Forces on atoms 1 to 2 (eV/Å):
O -1.2 -0.6 -0.5
V 3.0 1.1 -0.2

***

Record 3
Computed, not measured: a molecular structure, C3H6CoIO3 in a non-equilibrium geometry, with ωB97M-V/def2-TZVPD.

Spin multiplicity: 5
Energy relative to the best compared isomer or geometry (same formula, charge and spin), kJ/mol: 174.2
E_tot, Eh: -2023.22811
Net charge: +2
HOMO (spin up / spin down), eV: -17.568 / -16.761
Orbital gap (spin up / spin down), hartree: 0.3108 / 0.1434
Molar mass, g mol⁻¹: 275.9

CARTESIAN COORDINATES (ANGSTROEM)
Co: 0.2463 1.5929 6.4362
I: 0.9778 2.6565 3.9222
C: 1.2898 0.7422 0.7460
O: 0.6335 0.5882 -0.4920
C: -0.1756 -0.4574 -0.7579
O: -0.5431 -1.3082 0.0061
O: -0.5417 -0.3256 -2.0241
C: -1.3703 -1.2997 -2.6563
H: 1.7974 -0.1601 1.0870
H: 0.5218 0.9677 1.4858
H: 2.0624 1.5111 0.7505
H: -0.8137 -1.8261 -3.4317
H: -2.1758 -0.6840 -3.0566
H: -1.9088 -1.9975 -2.0151

Forces on atoms 1 to 2 (eV/Å):
Co 0.5 0.7 -1.3
I -0.5 -0.5 1.7

***

Record 4
Computed, not measured: a molecular structure, C3H6EuO3 in a non-equilibrium geometry, with ωB97M-V/def2-TZVPD.

Spin multiplicity: 8
E_tot, Eh: -1053.81383
Net charge: 0
HOMO (spin up / spin down), eV: -6.112 / -6.407
Orbital gap (spin up / spin down), hartree: 0.1892 / 0.1952
Molar mass, g mol⁻¹: 242.0

CARTESIAN COORDINATES (ANGSTROEM)
O: 0.3838 2.7644 1.0488
C: -0.0543 1.8325 0.3908
C: 0.4166 0.4153 0.7082
O: -0.1251 -0.5136 -0.2094
C: 0.2098 -1.8683 0.0482
Eu: -2.2517 0.2633 -1.6267
H: 0.1172 0.1640 1.7379
H: 1.5142 0.3904 0.6182
H: -0.1976 -2.4916 -0.7543
H: 1.3013 -1.9818 -0.0091
H: -0.2148 -2.1777 1.0140
O: -0.7582 1.9584 -0.6835
H: -0.3411 1.2446 -2.2832

Forces on atoms 1 to 2 (eV/Å):
O 0.0 -0.6 0.5
C 0.5 1.1 -0.9

***

Record 5
Computed, not measured: 2 unconnected molecules or ions with the total composition C3H6F2 in a non-equilibrium geometry, with ωB97M-V/def2-TZVPD.

Energy relative to the best compared isomer or geometry (same formula, charge and spin), kJ/mol: 446.8
E_tot, Eh: -317.47339
Net charge: 0
HOMO (spin up / spin down), eV: -7.871 / -8.336
Orbital gap (spin up / spin down), hartree: 0.3263 / 0.3349
Molar mass, g mol⁻¹: 80.1

CARTESIAN COORDINATES (ANGSTROEM)
C: 1.2073 0.7269 -0.6385
C: 1.1438 -0.3789 0.2434
C: -1.8366 -0.4537 0.5294
F: -1.8462 0.1198 -0.6593
F: -2.4234 0.2544 1.4798
H: 1.2129 1.6489 -0.1534
H: 2.0679 0.6849 -1.3310
H: 0.2643 0.7589 -1.2748
H: 0.6598 -1.3243 -0.1292
H: 1.4298 -0.5078 1.3505
H: -1.8796 -1.5291 0.5830

Forces on atoms 1 to 2 (eV/Å):
C -1.0 0.5 -2.5
C -1.1 -4.0 2.8

***

Record 6
Computed, not measured: 2 unconnected molecules or ions with the total composition C3H6F2NO3S in a non-equilibrium geometry, with ωB97M-V/def2-TZVPD.

Energy relative to the best compared isomer or geometry (same formula, charge and spin), kJ/mol: 84.9
E_tot, Eh: -996.26004
Net charge: -1
HOMO, eV: -3.673
Orbital gap, hartree: 0.2747
Molar mass, g mol⁻¹: 174.1

CARTESIAN COORDINATES (ANGSTROEM)
C: 0.9663 -0.4100 0.3811
C: -0.4726 -0.1736 0.1376
C: -0.3554 2.1375 1.0079
N: -0.9464 0.2769 -1.0630
O: 0.2065 2.4008 -1.4656
O: 2.1096 2.0680 0.1030
O: 1.0011 4.2102 -0.1535
F: -1.5029 2.9323 0.8044
F: 0.1063 2.4630 2.3051
S: 0.8572 2.7652 -0.1447
H: 1.6120 0.3514 -0.1465
H: 1.2172 -0.2037 1.5141
H: 1.1256 -1.4853 0.2517
H: -1.3150 -0.3877 0.9296
H: -1.8912 0.5786 -1.1651
H: -0.1707 1.1284 -1.3880

Forces on atoms 1 to 2 (eV/Å):
C 0.5 0.2 2.2
C -4.1 3.1 0.2

***

Record 7
Computed, not measured: C3H6F2O in the gas phase in a non-equilibrium geometry, with ωB97M-V/def2-TZVPD.

Energy relative to the best compared isomer or geometry (same formula, charge and spin), kJ/mol: 230.7
E_tot, Eh: -392.78178
Net charge: 0
Structure (SMILES): C[C@@H](O)C(F)F
HOMO, eV: -10.878
Orbital gap, hartree: 0.4178
Molar mass, g mol⁻¹: 96.1

CARTESIAN COORDINATES (ANGSTROEM)
C: 0.7106 1.4265 -0.0774
C: 0.6131 -0.0671 -0.3938
O: 1.7535 -0.7535 0.2254
C: -0.6020 -0.5516 0.1306
F: -1.0994 0.0706 1.2081
F: -1.3940 -0.1768 -1.0134
H: -0.2467 1.7652 -0.6384
H: 1.5199 2.2668 -0.4061
H: 0.6219 1.5964 1.0633
H: 0.4693 -0.1698 -1.4912
H: 2.1429 -1.6010 -0.4640
H: -0.4248 -1.7214 0.4247

Forces on atoms 1 to 2 (eV/Å):
C -0.8 3.1 0.2
C 5.9 1.9 -0.6

***

Record 8
Computed, not measured: C3H6F2O in the gas phase in a non-equilibrium geometry, with ωB97M-V/def2-TZVPD.

Energy relative to the best compared isomer or geometry (same formula, charge and spin), kJ/mol: 192.4
E_tot, Eh: -392.79638
Net charge: 0
Structure (SMILES): OC(CF)CF
HOMO, eV: -10.408
Orbital gap, hartree: 0.4161
Molar mass, g mol⁻¹: 96.1

CARTESIAN COORDINATES (ANGSTROEM)
O: 1.1095 0.1103 -0.5475
C: -0.2259 -0.0159 -0.2494
C: -0.6675 1.0453 0.6748
F: -0.8158 2.3965 0.1351
C: -0.2196 -1.4324 0.3861
F: 0.8251 -1.9880 -0.4214
H: 1.3003 -0.7295 -0.9110
H: -0.8863 -0.1802 -1.2081
H: -1.6771 0.8714 1.1512
H: 0.0205 1.1114 1.6132
H: -1.2595 -1.8091 0.1227
H: 0.2208 -1.4040 1.3200

Forces on atoms 1 to 2 (eV/Å):
O 0.4 4.5 -0.2
C -0.5 -1.1 -1.5

***

Record 9
Computed, not measured: C3H6F2O in the gas phase in a non-equilibrium geometry, with ωB97M-V/def2-TZVPD.

Energy relative to the best compared isomer or geometry (same formula, charge and spin), kJ/mol: 38.0
E_tot, Eh: -392.85517
Net charge: 0
Structure (SMILES): OC(CF)CF
HOMO, eV: -10.851
Orbital gap, hartree: 0.4328
Molar mass, g mol⁻¹: 96.1

CARTESIAN COORDINATES (ANGSTROEM)
O: -0.0357 1.6199 0.1037
C: -0.0584 0.2311 -0.2777
C: -1.3247 -0.3209 0.2023
F: -2.4183 0.0651 -0.6040
C: 1.1769 -0.5144 0.0949
F: 2.2668 0.0684 -0.5487
H: 0.8578 2.0043 -0.1217
H: -0.1370 0.2461 -1.3643
H: -1.3143 -1.4240 0.2541
H: -1.4927 0.0264 1.2358
H: 1.1179 -1.5875 -0.1475
H: 1.3616 -0.4145 1.1732

Forces on atoms 1 to 2 (eV/Å):
O 1.7 0.1 0.1
C 0.2 1.8 -1.7

***

Record 10
Computed, not measured: a molecular structure, C3H6F2OP2 in a non-equilibrium geometry, with ωB97M-V/def2-TZVPD.

Energy relative to the best compared isomer or geometry (same formula, charge and spin), kJ/mol: 0.0
E_tot, Eh: -1075.49314
Net charge: 0
HOMO, eV: -9.843
Orbital gap, hartree: 0.3776
Molar mass, g mol⁻¹: 158.0

CARTESIAN COORDINATES (ANGSTROEM)
C: 0.1029 0.1474 0.1125
C: 1.0273 0.5687 -0.9616
C: -0.8095 -0.7974 -0.5192
O: 1.0790 0.0758 -2.0157
F: 1.9283 1.4918 -0.5579
F: -0.2811 -1.8949 -1.0392
P: -1.3805 1.3261 0.3736
P: 1.1289 -0.5667 1.7644
H: -1.3062 -0.2688 -1.3696
H: -1.6801 -1.1087 0.1016
H: -0.9476 1.7198 -0.9143
H: -0.7217 2.2665 1.2327
H: 1.7413 -1.6404 1.1663
H: 0.1189 -1.3191 2.6264

Forces on atoms 1 to 2 (eV/Å):
C -0.2 -0.9 2.9
C 1.0 0.2 1.9